{"formula": "C4H6O2", "method": "ωB97M-V with the def2-TZVPD basis set", "elements": ["O", "C", "C", "C", "C", "O", "H", "H", "H", "H", "H", "H"], "positions_angstrom": [[-1.604561, -0.523769, -2.035474], [-0.814409, -0.360420, -1.146954], [-0.868370, 0.690149, -0.053302], [0.310803, 0.386309, 0.869888], [1.093764, -0.710444, 0.113698], [0.290300, -1.126800, -0.995334], [-0.808172, 1.672820, -0.529363], [-1.842128, 0.624421, 0.437330], [0.935141, 1.266546, 1.048733], [-0.028834, 0.022981, 1.844187], [1.288574, -1.594328, 0.728047], [2.047892, -0.347465, -0.281455]], "forces_ev_per_angstrom": [[0.42, -0.02, 0.37], [-0.30, 0.06, -0.22], [-0.09, 0.07, 0.01], [0.06, -0.01, 0.06], [0.18, 0.02, 0.16], [-0.14, -0.02, -0.10], [-0.01, -0.12, 0.05], [0.12, 0.04, -0.07], [-0.10, -0.18, -0.03], [0.06, 0.03, -0.19], [-0.04, 0.16, -0.10], [-0.15, -0.03, 0.04]], "homo_lumo_gap_ev": 11.137, "spin_multiplicity": 1, "smiles": "O=C1CCCO1", "lumo_energy_ev": 0.8376, "largest_force_ha_per_bohr": 0.0110}